No. 1
# C7H14

A single C7H14 molecule (the ωB97M-V functional and the def2-TZVPD basis, the Open Molecules 2025 dataset).

```
21
Properties=species:S:1:pos:R:3:lowdin_charge:R:1
C 0.96398 0.75912 0.17021 -0.40
C -2.48122 -0.11757 0.30822 -0.16
C 0.41084 0.38772 1.54533 -0.07
C -1.40251 0.87407 0.03979 -0.02
C 2.32539 0.16709 -0.17138 -0.08
C -0.18500 -1.07007 -1.24771 -0.09
C -0.21534 0.38868 -0.77618 -0.40
H 1.04311 1.85278 0.15941 0.14
H -0.17241 1.03369 -1.66732 0.14
H 0.94918 0.81208 2.39357 0.09
H -0.12048 -1.77812 -0.41364 0.07
H 2.64422 0.45492 -1.18049 0.08
H 0.67653 -1.24791 -1.89962 0.07
H -0.58780 0.92879 1.52721 0.06
H -1.08651 -1.31860 -1.82003 0.08
H -3.11205 -0.01337 -0.59364 0.10
H 3.08322 0.52675 0.53602 0.08
H -3.11733 0.16927 1.15219 0.07
H -2.22542 -1.18484 0.38047 0.07
H 0.29144 -0.69727 1.67879 0.10
H 2.31815 -0.92721 -0.12119 0.07
```

Calculated values
Net charge: 0
HOMO-LUMO gap, eV: 8.5064
Calculated total energy, a.u.: -274.971188
Maximum force, eV Å⁻¹: 0.80
LUMO level, eV: 0.7
HOMO level, hartree: -0.287

=====

No. 2
# C7H14

A 2-piece molecular cluster, C7H14 overall in a non-equilibrium geometry (the ωB97M-V functional and the def2-TZVPD basis, the Open Molecules 2025 dataset).

```
21
Properties=species:S:1:pos:R:3:lowdin_charge:R:1
C -0.28934 2.54718 -0.79875 -0.13
C -0.53427 1.10193 -1.23121 -0.30
C 0.44891 -1.22917 -1.46679 -0.13
C -1.29131 -0.03306 2.32521 0.09
C -0.48860 -0.94450 2.28284 -0.21
C 0.47652 -2.04031 2.23192 -0.12
C 0.69385 0.21609 -1.03433 -0.30
H 0.17752 -1.26318 -2.53533 0.07
H 1.40977 -1.70680 1.74776 0.08
H -1.19202 3.16220 -0.95221 0.07
H -2.00250 0.77484 2.36309 0.03
H 0.71409 -2.38931 3.25093 0.08
H 0.53690 2.98250 -1.38563 0.07
H 0.98124 0.23744 0.03450 0.09
H -0.37733 -1.66450 -0.87992 0.07
H 1.53493 0.63792 -1.61750 0.11
H 1.35159 -1.84418 -1.31333 0.07
H -1.37536 0.68009 -0.64805 0.10
H 0.06503 -2.88697 1.65707 0.08
H -0.01794 2.58120 0.26979 0.07
H -0.82167 1.08058 -2.30004 0.11
```

Calculated values
Net charge: 0
HOMO-LUMO gap, eV: 11.0738
Calculated total energy, a.u.: -275.040855
Maximum force, eV Å⁻¹: 1.69
LUMO level, eV: 1.1
HOMO level, hartree: -0.368

=====

No. 3
# C7H14

A 2-piece molecular cluster, C7H14 overall in a non-equilibrium geometry (the ωB97M-V functional and the def2-TZVPD basis, the Open Molecules 2025 dataset).

```
21
Properties=species:S:1:pos:R:3:lowdin_charge:R:1
C 0.75329 -0.79448 -0.26068 -0.14
C -0.56397 -0.13007 -0.33273 -0.24
C 2.10417 -0.19462 -0.14061 -0.33
C -1.81183 -0.62929 0.02464 -0.13
C -0.35806 1.34013 -1.00526 -0.07
C 2.62773 0.20308 1.28370 -0.14
C -3.13824 0.05138 0.10223 -0.10
H -1.17507 1.77489 -1.66583 0.08
H 1.27709 -2.11778 1.29541 0.15
H -1.55839 -1.38794 0.75041 0.09
H 3.67837 -0.01434 1.50042 0.06
H 1.88501 -0.42354 1.94358 0.04
H -0.12641 2.18695 -0.26118 0.09
H 2.85150 -1.09947 -0.51017 0.15
H -3.86154 -0.35938 -0.65637 0.09
H -3.53256 -0.03497 1.16747 0.10
H -2.92914 1.09167 -0.10914 0.05
H 0.61218 -1.85470 -0.42009 0.03
H 0.49697 1.36078 -1.73616 0.06
H 2.35035 0.57436 -0.93010 0.10
H 2.35303 1.22663 1.60393 0.06
```

Calculated values
Net charge: 0
HOMO-LUMO gap, eV: 7.0612
Calculated total energy, a.u.: -274.876518
Maximum force, eV Å⁻¹: 4.34
LUMO level, eV: -0.6
HOMO level, hartree: -0.283

=====

No. 4
# C7H14

A single C7H14 molecule in a non-equilibrium geometry (the ωB97M-V functional and the def2-TZVPD basis, the Open Molecules 2025 dataset).

```
21
Properties=species:S:1:pos:R:3:lowdin_charge:R:1
C -0.51586 0.02572 1.31958 -0.23
C -0.03846 0.09607 -0.13820 -0.24
C -0.89642 -0.66614 -1.13279 -0.21
C -0.83677 -0.74562 -3.65130 -0.01
C -0.81470 -0.07056 -2.51891 -0.20
C 1.84705 0.32996 2.28501 -0.11
C 0.40447 0.82382 2.25696 -0.28
H 1.84640 -0.75927 2.23297 0.08
H 2.37086 0.64653 3.18708 0.07
H -0.80065 1.01547 -2.56277 0.10
H -0.74549 -0.33272 -4.64471 0.05
H -0.50723 -1.03644 1.57988 0.11
H -0.03408 0.74088 3.25444 0.10
H -1.93681 -0.63075 -0.82973 0.11
H 0.01043 1.15879 -0.41838 0.11
H 0.28355 1.87906 1.99377 0.11
H 1.01107 -0.19410 -0.21822 0.11
H -0.62845 -1.71986 -1.22359 0.11
H -0.91634 -1.82605 -3.60945 0.05
H 2.39685 0.77840 1.45949 0.07
H -1.49943 0.48680 1.37889 0.11
```

Calculated values
Net charge: 0
HOMO-LUMO gap, eV: 10.8288
Calculated total energy, a.u.: -275.081858
Maximum force, eV Å⁻¹: 1.30
LUMO level, eV: 1.2
HOMO level, hartree: -0.353

=====

No. 5
# C7H14

A 2-piece molecular cluster, C7H14 overall in a non-equilibrium geometry (the ωB97M-V functional and the def2-TZVPD basis, the Open Molecules 2025 dataset).

```
21
Properties=species:S:1:pos:R:3:lowdin_charge:R:1
C 2.26250 -0.52039 -0.98282 -0.06
C -0.68094 0.74531 0.46916 -0.36
C -0.49358 0.27091 1.94237 -0.08
C -2.03628 0.64422 -0.20142 -0.08
C 0.06477 2.02281 0.21558 -0.13
C 0.59170 -2.45053 -1.21535 -0.15
C 1.15597 -1.18041 -1.07595 -0.18
H -1.98342 0.48140 -1.21295 0.04
H -1.04450 1.00714 2.65260 0.11
H -0.06826 -2.75719 -0.34363 0.10
H -0.90427 -0.75532 1.91829 0.07
H 3.28599 -0.94115 -1.01938 0.05
H 0.54486 0.25132 2.14153 0.04
H 0.02111 2.39033 -0.87932 0.11
H -0.52490 2.81555 0.71533 0.08
H 1.01040 1.98733 0.76720 0.06
H -2.58139 -0.18599 0.15243 0.06
H -2.66268 1.49547 -0.07875 0.07
H 1.43982 -3.24972 -1.22074 0.11
H 0.19813 -2.64070 -2.20815 0.07
H 2.40495 0.56962 -0.53604 0.08
```

Calculated values
Net charge: 0
HOMO-LUMO gap (spin up / spin down), eV: 7.7858 / 8.4413
Calculated total energy, a.u.: -274.906610
Maximum force, eV Å⁻¹: 3.87
LUMO level (spin up / spin down), eV: 0.5 / 0.8
HOMO level (spin up / spin down), hartree: -0.267 / -0.281

=====

No. 6
# C7H14

A 2-piece molecular cluster, C7H14 overall (the ωB97M-V functional and the def2-TZVPD basis, the Open Molecules 2025 dataset).

```
21
Properties=species:S:1:pos:R:3:lowdin_charge:R:1
C 2.71844 0.74362 0.95441 -0.08
C -2.03305 -0.04888 0.76808 -0.12
C -2.53699 -0.48352 -1.65591 -0.03
C -2.35462 0.35588 -0.63987 -0.26
C 1.59753 0.19323 0.11406 -0.43
C 1.20931 -1.23523 0.39550 -0.08
C 1.00230 0.91836 -0.83258 0.03
H 2.88514 1.80605 0.75413 0.07
H -2.46879 -1.56195 -1.52179 0.06
H 1.29709 1.94735 -1.02727 0.06
H 2.03072 -1.91917 0.14624 0.08
H -1.09948 0.42532 1.09423 0.06
H 3.65271 0.20433 0.75237 0.08
H -1.91400 -1.13428 0.85242 0.07
H -2.76146 -0.12789 -2.65804 0.05
H -2.42334 1.42902 -0.82441 0.10
H 0.32722 -1.53471 -0.17882 0.06
H -2.82294 0.26609 1.45986 0.07
H 0.19739 0.51156 -1.43914 0.05
H 2.50605 0.62161 2.02400 0.08
H 0.99075 -1.37676 1.46252 0.08
```

Calculated values
Net charge: 0
HOMO-LUMO gap, eV: 10.3014
Calculated total energy, a.u.: -275.062948
Maximum force, eV Å⁻¹: 0.20
LUMO level, eV: 1.1
HOMO level, hartree: -0.339